# C39H47InN6O2S2Sb

A molecular structure, C39H47InN6O2S2Sb in a non-equilibrium geometry (ωB97M-V/def2-TZVPD, the OMol25 dataset).

```
! wB97M-V def2-TZVPD RIJCOSX def2/J DEFGRID3
* xyz -1 1
In 13.78832 10.32146 18.42441
C 18.44208 9.56965 16.45026
C 17.35718 10.46592 16.94216
C 17.95058 11.87449 17.04359
C 18.11082 12.69418 18.10686
C 17.37411 12.78803 19.37034
C 17.79379 13.74848 20.29556
C 16.83117 14.13637 21.26113
C 15.51321 13.64612 21.19410
C 15.14909 12.62533 20.29629
S 13.53705 11.94084 20.33039
C 16.13715 12.10542 19.45729
N 15.87356 10.98004 18.76172
H 19.29608 9.40622 17.13993
H 18.78265 10.01362 15.50853
H 18.11271 8.55999 16.27030
H 18.50585 12.13426 16.14476
H 18.73599 13.60284 17.96291
H 18.68995 14.26332 20.17466
H 17.09654 14.87750 22.05262
H 14.77813 13.99848 21.87952
N 16.92300 8.75548 18.65565
N 17.02604 10.17530 18.38008
C 16.12000 10.24779 16.06508
O 16.40768 10.55655 14.92854
O 15.08452 9.68697 16.61946
H 15.89111 8.50096 18.53506
H 17.12044 8.81069 19.66322
H 17.80260 10.57477 18.92742
S 11.72351 10.96137 17.37502
C 11.53183 9.22983 16.93649
N 12.22801 8.51672 16.21145
C 11.62165 7.17742 16.17109
C 10.60100 7.21203 17.31491
N 10.33982 8.63550 17.39278
H 13.76351 7.83201 18.07311
H 12.32244 6.33726 16.30278
H 11.12280 7.04055 15.23661
H 10.89786 6.87079 18.28118
H 9.68269 6.71862 17.08295
H 9.88618 9.00383 18.20045
C 12.82125 10.15559 9.63626
C 12.88289 11.37841 10.49940
C 12.69991 12.60396 9.86563
C 12.55738 13.81454 10.57393
C 12.61703 13.76524 11.95078
C 12.95508 12.55480 12.60108
C 13.04435 11.32720 11.91771
Sb 13.35550 9.55013 13.13412
C 12.03649 8.23284 12.05086
C 12.56449 7.29687 11.13621
C 11.77055 6.34514 10.52067
C 10.43964 6.31070 10.84806
C 9.87937 7.19959 11.72800
C 10.67250 8.28577 12.23097
C 10.00846 9.37688 13.05194
C 15.23601 8.62706 12.50348
C 16.00128 9.12200 11.43709
C 17.26224 8.59220 11.21864
C 17.73140 7.63303 12.09429
C 16.94025 7.06946 13.09555
C 15.69338 7.57602 13.33902
C 14.86469 7.09498 14.49940
H 13.13878 10.33158 8.59388
H 11.82783 9.75506 9.62457
H 13.46536 9.38835 10.06890
H 12.56522 12.60843 8.76980
H 12.46856 14.78901 10.09950
H 12.47185 14.66762 12.56921
H 12.99651 12.52003 13.69557
H 13.67569 7.28253 10.95789
H 12.12356 5.53465 9.88668
H 9.80897 5.51421 10.46111
H 8.83164 7.16866 12.01380
H 8.96868 9.35963 12.89531
H 10.38674 10.31544 12.92667
H 10.12646 9.09036 14.11337
H 15.61779 9.93702 10.82538
H 17.88725 9.02626 10.44112
H 18.74177 7.27982 11.90413
H 17.30974 6.21934 13.76358
H 14.71561 7.87070 15.29409
H 15.34954 6.22131 14.94983
H 13.88503 6.80251 14.11867
C 12.16433 7.89609 20.47834
C 13.60343 7.57364 20.20951
C 14.44714 7.98332 21.40852
C 13.72385 6.08292 19.92577
N 14.01454 8.33441 19.03670
H 11.73925 7.15867 21.10009
H 11.58558 7.95813 19.51052
H 12.26548 8.91416 20.87901
H 13.90304 7.43826 22.14910
H 14.32964 9.10133 21.39390
H 15.43384 7.56229 21.23462
H 13.59332 5.64533 20.91382
H 14.79414 5.90242 19.61219
H 13.11984 5.55387 19.18071
*
```

- energy (hartree) = -3220.0664
- LUMO energy (eV) = 2.5
- molar mass (g/mol) = 932.6
- max |F| (eV Å⁻¹) = 4.0
- highest occupied orbital energy (eV) = -4.471

# C39H47O7P2Ti

A molecular structure, C39H47O7P2Ti (ωB97M-V/def2-TZVPD, the OMol25 dataset).

```
! wB97M-V def2-TZVPD RIJCOSX def2/J DEFGRID3
* xyz -1 1
Ti -0.79979 1.98284 0.46148
O 1.68516 3.84120 0.71785
C 0.98545 3.72406 -0.27428
O 0.57199 2.55353 -0.74574
C 0.39771 4.90456 -0.98694
C 1.20197 6.02060 -1.20258
C 0.70988 7.11988 -1.88071
C -0.60895 7.11134 -2.31965
C -1.41749 6.01570 -2.06440
C -0.93919 4.88052 -1.40442
P -2.19086 3.53327 -1.06869
C -2.51956 0.85900 0.05634
C -3.54189 0.76770 1.00517
C -4.67827 -0.00507 0.78587
C -4.82430 -0.71125 -0.39941
C -3.81828 -0.64294 -1.35448
C -2.68407 0.12471 -1.12346
C -2.18647 2.78082 -2.75217
C -3.41995 2.42835 -3.30347
C -3.50851 1.79747 -4.53534
C -2.35683 1.51465 -5.25506
C -1.12163 1.87443 -4.73080
C -1.03721 2.49969 -3.49550
H 2.21557 6.00193 -0.82244
H 1.34005 7.98264 -2.05798
H -1.01411 7.96822 -2.84397
H -2.45657 6.03338 -2.37436
H -3.45853 1.31778 1.93836
H -5.45266 -0.04597 1.54346
H -5.71141 -1.30701 -0.57893
H -3.91536 -1.18332 -2.28995
H -1.91231 0.14606 -1.88894
H -4.32238 2.63856 -2.74151
H -4.48004 1.52750 -4.93280
H -2.41822 1.02405 -6.21925
H -0.21641 1.66292 -5.28777
H -0.06681 2.76271 -3.08869
O -0.09367 2.07649 4.44927
C -0.51956 2.25615 3.33269
O -0.59717 1.36197 2.39021
C -0.99879 3.63828 2.80147
O -1.09006 4.61907 3.48957
O -1.27388 3.55880 1.51763
O 0.10579 0.13644 0.16612
P 0.57503 -1.09431 0.92269
C -0.83826 -1.76437 1.88158
C -0.61259 -2.42184 3.24677
C -0.33450 -3.92026 3.18233
C -1.43030 -4.64442 2.40621
C -1.57864 -4.06313 1.00381
C -1.85231 -2.56136 1.04383
C 1.08309 -2.24878 -0.40102
C 1.73212 -1.50531 -1.57471
C 1.89095 -2.44747 -2.76593
C 2.68125 -3.69944 -2.39636
C 2.06129 -4.41227 -1.19831
C 1.92661 -3.46086 -0.01170
C 1.82972 -0.56476 2.14749
C 2.63595 -1.61374 2.94352
C 4.08556 -1.83986 2.50330
C 4.82445 -0.54089 2.21590
C 4.06614 0.25330 1.16194
C 2.68175 0.62832 1.66872
H -1.29368 -0.78923 2.08667
H -1.54500 -2.27977 3.80460
H 0.15314 -1.89495 3.81968
H -0.25411 -4.32101 4.19602
H 0.62990 -4.11007 2.70216
H -2.37951 -4.52960 2.94149
H -1.22209 -5.71640 2.35811
H -2.39103 -4.56271 0.46942
H -0.66762 -4.27073 0.43619
H -2.83648 -2.39605 1.49195
H -1.93073 -2.14812 0.03581
H 0.11031 -2.61080 -0.75908
H 2.71613 -1.13249 -1.27072
H 1.13339 -0.63470 -1.84335
H 2.37502 -1.92253 -3.59244
H 0.89627 -2.73845 -3.12136
H 3.70894 -3.41331 -2.14522
H 2.74438 -4.37744 -3.25109
H 2.66278 -5.28063 -0.91713
H 1.06863 -4.78879 -1.47112
H 2.92001 -3.12344 0.27502
H 1.50964 -3.98359 0.85019
H 1.10951 -0.11672 2.84116
H 2.11889 -2.57567 2.96927
H 2.66112 -1.26550 3.98061
H 4.12743 -2.45655 1.60559
H 4.59605 -2.41015 3.28506
H 5.84495 -0.75668 1.88852
H 4.90130 0.05521 3.13134
H 3.99180 -0.34992 0.24865
H 4.60464 1.16332 0.89105
H 2.14211 1.21010 0.92482
H 2.80427 1.29716 2.52628
*
```

- energy (hartree) = -3573.4990
- LUMO energy (eV) = 2.3
- molar mass (g/mol) = 737.6
- max |F| (eV Å⁻¹) = 0.8
- highest occupied orbital energy (eV) = -4.286

no.,Kohn-Sham gap (eV)
1,6.983
2,6.548